No. 1
{"formula": "C28H43BaBrN2P2", "method": "wB97M-V/def2-TZVPD", "species": ["C", "C", "C", "C", "N", "C", "C", "C", "C", "C", "C", "C", "C", "C", "Ba", "P", "H", "H", "H", "H", "H", "H", "H", "H", "C", "C", "H", "H", "H", "H", "H", "C", "C", "H", "H", "H", "H", "H", "C", "C", "H", "H", "H", "H", "H", "Br", "P", "C", "C", "H", "H", "H", "H", "H", "C", "C", "H", "H", "H", "H", "H", "C", "C", "H", "H", "H", "H", "H", "C", "C", "C", "N", "H", "H", "H", "H", "H"], "coordinates": [[-1.17, -3.50, 1.84], [-0.16, -3.14, 0.91], [-0.18, -3.81, -0.33], [-1.03, -4.90, -0.50], [-1.93, -5.28, 0.41], [-1.98, -4.60, 1.56], [0.84, -2.16, 1.20], [1.71, -1.33, 1.45], [2.95, -0.83, 1.95], [3.38, 0.52, 1.89], [4.67, 0.85, 2.35], [5.52, -0.13, 2.90], [5.07, -1.46, 2.97], [3.80, -1.79, 2.50], [0.00, 0.58, 0.63], [-2.61, -0.10, -0.48], [0.52, -3.54, -1.12], [-1.30, -2.96, 2.78], [-0.97, -5.51, -1.42], [-2.69, -4.98, 2.32], [3.46, -2.82, 2.56], [2.72, 1.31, 1.50], [5.71, -2.22, 3.39], [5.01, 1.88, 2.29], [-3.33, 1.50, -1.03], [-4.41, 1.38, -2.10], [-2.44, 2.03, -1.42], [-3.70, 2.13, -0.20], [-4.79, 2.37, -2.41], [-4.01, 0.90, -2.99], [-5.27, 0.81, -1.73], [-2.42, -1.27, -1.87], [-3.59, -2.21, -2.07], [-1.52, -1.85, -1.56], [-2.13, -0.80, -2.82], [-3.43, -2.92, -2.90], [-3.75, -2.83, -1.18], [-4.52, -1.68, -2.29], [-3.52, -0.83, 0.93], [-5.03, -0.67, 0.84], [-3.12, -0.26, 1.80], [-3.26, -1.88, 1.14], [-5.56, -1.11, 1.70], [-5.31, 0.38, 0.81], [-5.44, -1.16, -0.05], [7.22, 0.32, 3.53], [1.52, 1.13, -1.83], [0.36, 1.07, -3.22], [0.84, 1.92, -4.39], [-0.59, 1.45, -2.79], [0.13, 0.04, -3.56], [0.16, 1.89, -5.25], [0.93, 2.97, -4.09], [1.82, 1.59, -4.75], [2.14, 2.81, -1.45], [3.46, 3.11, -2.15], [2.25, 2.80, -0.34], [1.41, 3.62, -1.66], [3.83, 4.11, -1.93], [4.23, 2.40, -1.84], [3.34, 3.03, -3.24], [2.80, -0.15, -1.81], [3.36, -0.40, -3.20], [2.26, -1.03, -1.41], [3.62, 0.02, -1.10], [4.12, -1.19, -3.22], [2.57, -0.72, -3.89], [3.81, 0.50, -3.62], [-0.35, 3.73, 5.22], [-1.25, 2.49, 4.99], [-0.80, 1.95, 3.70], [-0.15, 1.89, 2.70], [0.70, 3.39, 5.19], [-0.51, 4.29, 6.16], [-0.51, 4.41, 4.37], [-1.16, 1.73, 5.78], [-2.32, 2.72, 4.96]], "lowdin_charge": [-0.016, -0.237, -0.019, -0.109, 0.092, -0.114, -0.059, -0.191, -0.262, -0.049, -0.099, -0.684, -0.076, -0.003, 1.609, 0.748, 0.121, 0.122, 0.130, 0.130, 0.134, 0.064, 0.112, 0.114, -0.413, -0.137, 0.054, 0.094, 0.088, 0.072, 0.072, -0.406, -0.134, 0.046, 0.083, 0.088, 0.068, 0.072, -0.408, -0.137, 0.064, 0.069, 0.086, 0.071, 0.070, 0.833, 0.750, -0.414, -0.141, 0.055, 0.091, 0.086, 0.073, 0.071, -0.410, -0.142, 0.052, 0.098, 0.086, 0.073, 0.072, -0.408, -0.140, 0.060, 0.092, 0.087, 0.071, 0.072, -0.077, -0.191, -0.149, -0.113, 0.090, 0.102, 0.089, 0.131, 0.131], "relative_energy_kcal_mol": 48.7, "homo_ev": -13.4, "total_charge": 2, "e_tot_ha": -4483.86301, "lumo_ev": -5.86}


No. 2
{"formula": "C28H43Br2N2O5P", "method": "wB97M-V/def2-TZVPD", "species": ["C", "C", "C", "C", "C", "C", "C", "C", "C", "C", "C", "O", "C", "C", "C", "C", "C", "C", "C", "C", "C", "O", "O", "P", "O", "Br", "C", "C", "C", "C", "Br", "C", "N", "C", "N", "H", "H", "H", "H", "H", "H", "H", "H", "H", "H", "H", "H", "H", "H", "H", "H", "H", "H", "H", "H", "H", "H", "H", "H", "H", "H", "H", "H", "H", "H", "H", "H", "H", "H", "H", "H", "H", "H", "C", "C", "O", "H", "H", "H", "H", "H"], "coordinates": [[-0.47, -5.96, 3.65], [-0.04, -4.58, 2.86], [1.60, -4.50, 2.56], [1.78, -3.39, 1.32], [2.05, -1.95, 2.05], [1.78, -0.62, 1.14], [0.70, -0.79, -0.07], [1.26, -0.58, -1.63], [2.82, -0.18, -1.99], [3.23, 1.35, -1.56], [4.24, 2.01, -2.72], [2.08, 2.24, -1.32], [2.21, 2.94, -0.01], [1.36, 4.33, 0.10], [0.19, 4.42, 1.29], [-0.74, 5.73, 1.60], [-0.53, 7.07, 0.68], [0.62, 7.04, -0.53], [1.56, 5.68, -0.81], [0.24, -0.78, -2.92], [0.69, -0.59, -4.48], [1.53, -1.49, -5.00], [0.17, 0.58, -5.22], [-0.27, 1.89, -4.16], [0.42, 3.33, -4.96], [-2.52, 2.30, -4.19], [-1.31, -1.18, -2.57], [-2.33, -1.43, -3.85], [-3.89, -1.72, -3.42], [-4.14, -3.22, -2.78], [-4.95, -1.67, -5.16], [-1.74, -1.31, -0.99], [-0.78, -1.12, 0.20], [-1.40, -1.28, 1.57], [-2.37, -2.48, 1.66], [-1.65, -6.06, 3.48], [0.03, -6.90, 3.15], [-0.29, -5.86, 4.80], [-0.39, -3.62, 3.48], [-0.68, -4.56, 1.87], [2.08, -5.54, 2.31], [2.06, -3.99, 3.53], [0.80, -3.47, 0.70], [2.72, -3.75, 0.70], [1.46, -1.80, 3.07], [3.20, -1.95, 2.36], [1.36, 0.24, 1.86], [2.85, -0.23, 0.79], [3.50, -0.91, -1.33], [3.12, -0.41, -3.12], [3.88, 1.27, -0.57], [5.32, 1.99, -2.27], [4.24, 1.41, -3.72], [3.95, 3.12, -2.96], [1.77, 2.19, 0.80], [3.34, 3.22, 0.25], [0.04, 3.44, 1.96], [-1.53, 5.62, 2.48], [-1.19, 8.02, 0.90], [0.74, 8.05, -1.13], [2.37, 5.69, -1.66], [-0.13, 4.10, -4.59], [-1.94, -2.43, -4.38], [-2.19, -0.58, -4.65], [-4.36, -0.86, -2.74], [-4.71, -3.08, -1.74], [-4.90, -3.81, -3.47], [-3.16, -3.83, -2.59], [-2.87, -1.60, -0.78], [-0.65, -1.40, 2.45], [-2.07, -0.33, 1.83], [-3.29, -2.07, 1.33], [-2.52, -2.71, 2.68], [-1.57, 2.38, 4.15], [-1.77, 0.89, 4.50], [-0.70, 0.25, 4.07], [-1.47, 2.54, 3.07], [-2.44, 2.96, 4.49], [-0.68, 2.80, 4.64], [-2.75, 0.63, 4.07], [-2.00, 0.88, 5.58]], "lowdin_charge": [-0.149, -0.275, -0.197, -0.206, -0.202, -0.137, 0.039, 0.035, -0.098, -0.333, -0.050, -0.215, -0.171, -0.111, -0.009, -0.061, -0.075, -0.068, -0.029, -0.005, -0.308, 0.028, -0.308, 0.679, -0.373, 0.258, -0.041, -0.239, -0.678, -0.173, 0.579, 0.109, 0.000, -0.213, -0.013, 0.078, 0.074, 0.077, 0.110, 0.088, 0.109, 0.117, 0.095, 0.115, 0.121, 0.132, 0.133, 0.115, 0.134, 0.118, 0.135, 0.086, 0.080, 0.091, 0.116, 0.148, 0.073, 0.093, 0.081, 0.077, 0.080, 0.068, 0.147, 0.064, 0.112, 0.090, 0.065, 0.091, 0.121, 0.104, 0.154, 0.063, 0.090, -0.151, -0.607, -0.351, 0.026, 0.049, 0.063, 0.060, 0.076], "homo_ev": -5.8, "total_charge": 0, "e_tot_ha": -7066.89615, "lumo_ev": -2.39}


No. 3
{"formula": "C28H43Cl2LaN2P", "method": "wB97M-V/def2-TZVPD", "species": ["P", "C", "C", "C", "C", "C", "C", "C", "C", "C", "C", "C", "C", "C", "C", "C", "C", "C", "C", "H", "H", "H", "H", "H", "H", "H", "H", "H", "H", "H", "H", "H", "H", "H", "H", "H", "H", "H", "H", "H", "H", "H", "H", "H", "H", "H", "H", "H", "H", "H", "H", "H", "La", "Cl", "Cl", "C", "H", "C", "C", "C", "C", "C", "C", "H", "H", "H", "H", "H", "N", "C", "C", "C", "N", "H", "H", "H", "H"], "coordinates": [[0.66, -1.18, 0.54], [1.85, -1.47, -0.86], [2.55, -2.83, -0.89], [3.66, -2.80, -1.96], [3.15, -2.37, -3.34], [2.32, -1.08, -3.31], [1.23, -1.12, -2.23], [-0.93, -2.08, 0.26], [-0.80, -3.57, -0.02], [-2.20, -4.20, -0.03], [-3.17, -3.50, -0.99], [-3.20, -1.98, -0.85], [-1.79, -1.36, -0.80], [1.43, -1.81, 2.09], [2.74, -1.02, 2.34], [3.33, -1.20, 3.75], [2.29, -0.99, 4.86], [1.05, -1.85, 4.64], [0.42, -1.66, 3.25], [2.62, -0.69, -0.65], [1.82, -3.62, -1.13], [2.98, -3.07, 0.09], [4.12, -3.80, -2.02], [4.44, -2.11, -1.63], [4.00, -2.24, -4.02], [2.53, -3.18, -3.75], [2.97, -0.22, -3.12], [1.84, -0.92, -4.29], [0.71, -0.15, -2.17], [0.49, -1.89, -2.50], [-1.46, -1.96, 1.23], [-2.61, -4.15, 0.99], [-0.17, -4.06, 0.73], [-0.32, -3.73, -1.00], [-2.12, -5.26, -0.28], [-4.18, -3.90, -0.85], [-2.89, -3.76, -2.02], [-3.75, -1.53, -1.69], [-3.73, -1.70, 0.07], [-1.85, -0.28, -0.57], [-1.32, -1.45, -1.79], [1.65, -2.87, 1.91], [3.51, -1.32, 1.61], [2.56, 0.05, 2.16], [3.73, -2.22, 3.83], [4.17, -0.51, 3.88], [2.01, 0.07, 4.90], [2.75, -1.24, 5.83], [0.29, -1.62, 5.40], [1.32, -2.90, 4.77], [-0.38, -2.40, 3.13], [-0.05, -0.67, 3.20], [0.21, 3.80, 0.51], [-1.25, 2.31, 2.09], [2.63, 2.90, 0.65], [-0.28, 2.80, -1.62], [0.58, 2.50, -2.25], [-1.52, 2.70, -2.29], [-2.76, 2.66, -1.54], [-3.98, 2.69, -2.20], [-4.03, 2.74, -3.61], [-2.84, 2.73, -4.36], [-1.61, 2.68, -3.72], [-2.70, 2.61, -0.45], [-4.91, 2.68, -1.63], [-2.89, 2.76, -5.45], [-0.68, 2.67, -4.29], [-5.00, 2.78, -4.12], [-0.73, 7.34, 0.80], [-1.24, 8.01, 1.85], [-1.34, 7.11, 2.91], [-0.88, 5.88, 2.42], [-0.49, 6.02, 1.11], [-0.53, 7.70, -0.13], [-1.49, 9.06, 1.81], [-1.71, 7.30, 3.90], [-0.83, 4.92, 2.92]], "lowdin_charge": [1.093, -0.451, -0.217, -0.209, -0.213, -0.199, -0.212, -0.463, -0.219, -0.211, -0.211, -0.198, -0.206, -0.473, -0.216, -0.208, -0.215, -0.211, -0.221, 0.111, 0.099, 0.094, 0.099, 0.111, 0.100, 0.107, 0.115, 0.107, 0.104, 0.100, 0.106, 0.109, 0.105, 0.100, 0.099, 0.099, 0.108, 0.110, 0.111, 0.107, 0.094, 0.098, 0.100, 0.088, 0.106, 0.104, 0.114, 0.099, 0.103, 0.106, 0.100, 0.099, 1.042, -0.300, -0.358, -0.385, -0.043, -0.445, -0.121, -0.156, -0.177, -0.157, -0.108, 0.043, 0.082, 0.078, 0.086, 0.062, 0.004, -0.088, -0.063, -0.174, -0.200, 0.163, 0.116, 0.096, 0.046], "homo_ev": -1.6, "total_charge": -1, "e_tot_ha": -2495.65653, "lumo_ev": 1.81}